Arrangement w

This record from the OMol25 dataset describes a cluster of 2 separate species, C4H9NS2 in total. The level of theory is wB97M-V/def2-TZVPD.

As for the total charge: 0. The value obtained for the LUMO energy is 0.4 eV. The highest occupied orbital energy comes out at -8.63 eV.

Last column: Mulliken charge in e.
Cartesian coordinates (Å):
C -2.37221 0.53444 0.68207  -0.54
C -1.13548 0.88004 -0.01844  0.32
C 2.23227 1.48680 0.27056  -1.04
C 2.08342 0.23914 -0.58900  -0.23
H -2.46938 -1.69630 -0.13326  0.15
H -2.13522 0.20167 1.69500  0.29
H -2.99797 1.42767 0.76904  0.30
H 1.79496 2.35548 -0.23741  0.30
H 3.28671 1.70748 0.46458  0.41
H 1.73142 1.35847 1.23479  0.26
H 2.56495 0.37162 -1.56283  0.32
H 1.02714 0.02694 -0.78121  0.19
H 3.98807 -0.86662 0.32167  0.09
N -0.14828 1.13564 -0.56549  -0.40
S -3.38057 -0.70494 -0.18756  -0.16
S 2.71803 -1.27496 0.19487  -0.25

Arrangement x

This record from the OMol25 dataset describes an isolated molecule of C4H9NS2. The level of theory is wB97M-V/def2-TZVPD.

As for the total charge: 0. The value obtained for the LUMO energy is -0.1 eV. The highest occupied orbital energy comes out at -8.52 eV.

Last column: Mulliken charge in e.
Cartesian coordinates (Å):
C 2.34119 -1.06942 0.03654  -1.55
C 0.97640 -0.55892 0.29353  -0.19
C -1.83980 -0.63143 -0.09590  0.23
C -1.63001 0.89011 0.26252  -0.56
H 3.05269 -0.43987 0.47079  0.43
H 2.63754 -1.07944 -0.96430  0.44
H 2.54194 -2.03571 0.45217  0.36
H 0.99248 0.50143 0.00063  0.38
H 0.80031 -0.48448 1.34939  0.34
H -2.62576 1.38372 0.39647  0.35
H -1.13797 0.93433 1.27856  0.22
H -0.73428 1.23696 -1.59531  0.20
H -0.95091 2.55912 -0.62573  0.19
N -0.78617 1.58902 -0.61992  -0.48
S -0.35126 -1.45206 -0.62014  -0.12
S -3.28640 -1.34335 -0.01929  -0.25

Stability, highest: arrangement x

Arrangement w

This record from the OMol25 dataset describes a cluster of 2 separate species, C3H5FN2 in total. The level of theory is wB97M-V/def2-TZVPD.

As for the total charge: 0. As for the expectation value of S²: 2.023. The value obtained for the LUMO energy (alpha / beta) is 1.0 / -1.7 eV. The highest occupied orbital energy (alpha / beta) comes out at -6.27 / -9.93 eV. The spin multiplicity is 3.

Last column: Mulliken charge in e.
Cartesian coordinates (Å):
C -2.88006 0.02925 2.33329  -0.32
C 0.76271 -1.30855 -1.51485  -0.61
C 1.76887 -0.79143 -0.84501  -0.03
N -2.73615 -0.17363 1.07939  0.45
N -2.55751 -0.36425 -0.04631  -0.66
F 1.55286 0.06236 0.22238  -0.24
H -3.87505 -0.02095 2.78611  0.27
H -2.07061 -0.20191 3.01665  0.27
H 0.83628 -1.86318 -2.47136  0.23
H -0.18221 -1.04460 -1.15412  0.28
H 2.74208 -1.07579 -0.99887  0.36

Arrangement x

This record from the OMol25 dataset describes an isolated molecule of C3H5FN2. The level of theory is wB97M-V/def2-TZVPD.

As for the total charge: 0. As for the expectation value of S²: 2.007. The value obtained for the LUMO energy (alpha / beta) is 1.2 / -1.6 eV. The highest occupied orbital energy (alpha / beta) comes out at -7.21 / -9.93 eV. The spin multiplicity is 3.

Last column: Mulliken charge in e.
Cartesian coordinates (Å):
C -1.75278 -0.21148 0.87520  -0.65
C -0.98830 0.17490 -0.14095  0.49
C 0.46328 0.50927 -0.08309  -0.27
N 2.43992 -0.42245 -0.56502  -0.59
N 1.27349 -0.32908 -0.93389  0.11
F -1.58356 0.26533 -1.37064  -0.27
H -2.79908 -0.72967 0.87497  0.26
H -1.20710 -0.24854 1.84505  0.19
H 0.56776 1.58132 -0.48270  0.22
H 0.68240 0.60157 1.01917  0.28
H 2.90397 -1.19118 -1.03811  0.25

Stability, highest: arrangement x

Arrangement w

This record from the OMol25 dataset describes an isolated molecule of C4H8O2Se. The level of theory is wB97M-V/def2-TZVPD.

As for the total charge: 0. The value obtained for the LUMO energy (alpha / beta) is 0.1 / 0.6 eV. The highest occupied orbital energy (alpha / beta) comes out at -6.87 / -8.22 eV.

Last column: Mulliken charge in e.
Cartesian coordinates (Å):
C -0.11219 1.30891 -0.14945  -0.14
C 0.83634 0.79052 0.91998  -0.90
C -0.68753 0.37995 -1.05555  -0.38
C -0.62962 -1.63914 1.10249  -0.36
O 0.36117 -0.51288 -1.64448  -0.48
O 0.18675 -2.25240 0.23304  -0.56
Se 0.02518 -0.34865 2.24927  0.07
H -0.97492 1.84478 0.28889  0.25
H 0.41073 2.26183 -0.70085  0.28
H 1.66963 0.25228 0.49439  0.37
H 1.33962 1.67552 1.52751  0.32
H -1.50224 0.78487 -1.67862  0.31
H -1.41351 -2.13691 1.53474  0.43
H 0.14900 -0.76701 -2.49477  0.28
H 0.34159 -1.64168 -0.62660  0.51

Arrangement x

This record from the OMol25 dataset describes an isolated molecule of C4H8O2Se. The level of theory is wB97M-V/def2-TZVPD.

As for the total charge: 0. The value obtained for the LUMO energy (alpha / beta) is 0.7 / 0.0 eV. The highest occupied orbital energy (alpha / beta) comes out at -7.53 / -7.17 eV.

Last column: Mulliken charge in e.
Cartesian coordinates (Å):
C 0.49923 -0.20549 1.18102  -1.04
C 0.94266 -1.69017 -1.05913  -0.99
C -0.24958 0.93702 0.51709  0.53
C -0.80856 0.69005 -0.82071  -0.58
O 0.51594 2.06720 0.70925  -0.52
O -1.97851 0.06084 -0.80981  -0.45
Se 2.02346 -0.79385 0.16579  0.11
H 0.74980 0.06461 2.20099  0.51
H -0.17107 -1.11701 1.15568  0.25
H 0.19802 -2.30277 -0.61499  0.40
H 1.24437 -1.38054 -2.01235  0.45
H -1.19566 1.14997 1.05568  0.18
H -0.19722 0.71533 -1.71866  0.47
H 0.74715 2.05280 1.66305  0.33
H -2.32003 -0.24800 -1.61290  0.33

Arrangement y

This record from the OMol25 dataset describes a cluster of 2 separate species, C4H8O2Se in total. The level of theory is wB97M-V/def2-TZVPD.

As for the total charge: 0. The value obtained for the LUMO energy is 0.6 eV. The highest occupied orbital energy comes out at -8.14 eV.

Last column: Mulliken charge in e.
Cartesian coordinates (Å):
C -0.38490 -1.12600 -0.57776  -0.51
C -1.61838 -0.14841 -0.60623  -0.88
C 0.84480 -0.24270 -0.18760  -0.66
C 0.41098 0.66155 1.02784  -0.14
O 1.36809 0.60254 -1.15305  -0.55
O 1.09636 1.73138 1.34512  -0.37
Se -1.43857 1.09814 0.85953  0.04
H -0.37534 -1.96410 0.18411  0.32
H -0.09575 -1.61606 -1.49701  0.29
H -1.80032 0.46398 -1.44111  0.42
H -2.52846 -0.74612 -0.66486  0.39
H 1.59367 -0.87652 0.03130  0.68
H 0.44295 -0.38432 2.33998  0.21
H 0.55684 0.99872 -1.38239  0.43
H 1.92805 1.54793 1.72212  0.32

Stability, highest: arrangement y

Arrangement w

This record from the OMol25 dataset describes an isolated molecule of C3H5BrO2. The level of theory is wB97M-V/def2-TZVPD.

As for the total charge: 0. The value obtained for the LUMO energy is 0.7 eV. The highest occupied orbital energy comes out at -10.07 eV.

Last column: Mulliken charge in e.
Cartesian coordinates (Å):
C -0.00604 0.40003 -0.60347  -0.20
C 0.88488 0.29984 0.71567  0.59
C -1.26063 -0.47209 -0.86785  -0.98
O 1.34246 -0.10017 -0.52103  -0.40
O 0.58278 -0.59328 1.70708  -0.43
Br 1.70334 1.92908 1.47958  -0.20
H -0.11554 1.21684 -1.28470  0.42
H -1.43974 -0.88658 0.18927  0.25
H -1.10356 -1.20517 -1.61947  0.29
H -1.99998 0.26498 -1.23406  0.29
H 1.41204 -0.85348 2.03897  0.36

Arrangement x

This record from the OMol25 dataset describes an isolated molecule of C3H5BrO2. The level of theory is wB97M-V/def2-TZVPD.

As for the total charge: 0. The value obtained for the LUMO energy is -0.3 eV. The highest occupied orbital energy comes out at -9.52 eV.

Last column: Mulliken charge in e.
Cartesian coordinates (Å):
C -1.04240 0.28551 -0.96567  -0.32
C 0.09504 -0.59715 -0.58363  0.31
C 1.16816 -0.10069 0.36187  -0.55
O -0.09230 -0.21587 -1.89296  -0.44
O 0.24554 0.92930 1.45581  -0.41
Br -0.57379 0.32430 2.98272  0.02
H -1.92098 -0.30811 -1.10044  0.25
H -1.22752 1.35237 -0.69258  0.22
H -0.05653 -1.66970 -0.45026  0.36
H 1.55494 0.79788 0.00611  0.27
H 1.84983 -0.79784 0.87902  0.30

Stability, highest: arrangement w

Arrangement w

This record from the OMol25 dataset describes an isolated molecule of C4H11N3. The level of theory is wB97M-V/def2-TZVPD.

As for the total charge: 0. The value obtained for the LUMO energy is 1.1 eV. The highest occupied orbital energy comes out at -7.53 eV.

Last column: Mulliken charge in e.
Cartesian coordinates (Å):
C 0.69970 1.82996 0.45581  -0.35
C -0.51331 0.97960 0.90334  -1.06
C -0.68454 -0.18830 -0.01806  0.41
C -0.15212 -1.37560 0.25298  -0.20
N -0.21260 -2.47017 -0.70515  -0.68
N -1.33422 0.04412 -1.21176  -0.43
N 1.96322 1.08453 0.40505  -0.57
H 0.43939 2.07856 -0.57615  0.24
H 0.83318 2.66935 1.11904  0.31
H -1.41443 1.59517 0.83036  0.36
H -0.33962 0.67527 1.93614  0.29
H 0.23107 -1.60191 1.23552  0.36
H -0.15436 -3.32629 -0.17013  0.27
H 0.61259 -2.33096 -1.28471  0.23
H -2.00925 0.77465 -1.34169  0.18
H -1.12461 -0.54634 -1.99501  0.18
H 2.66176 1.51516 1.00063  0.27
H 1.85659 0.16601 0.81775  0.19

Arrangement x

This record from the OMol25 dataset describes an isolated molecule of C4H11N3. The level of theory is wB97M-V/def2-TZVPD.

As for the total charge: 0. The value obtained for the LUMO energy is 1.0 eV. The highest occupied orbital energy comes out at -8.75 eV.

Last column: Mulliken charge in e.
Cartesian coordinates (Å):
C -1.14245 0.03665 -1.14697  -0.61
C -1.03596 0.45720 0.38405  -0.56
C -0.08980 -1.57975 1.07892  -0.85
C 1.80303 1.30686 0.01053  -0.74
N 0.20132 0.03566 -1.76847  -0.55
N 0.21296 -0.14283 0.87433  0.19
N 1.27657 -0.02531 -0.05099  -0.42
H -1.56185 -0.92453 -1.18069  0.40
H -1.59631 0.73804 -1.69249  0.41
H -1.18074 1.54817 0.36647  0.30
H -1.98933 0.03879 0.84525  0.29
H 0.78877 -2.19601 1.46239  0.28
H -1.02740 -1.52960 1.63718  0.34
H -0.33225 -2.13860 0.20927  0.33
H 1.15350 1.94638 -0.44958  0.33
H 1.96337 1.47961 1.07586  0.36
H 2.84250 1.32366 -0.48030  0.24
H 0.50575 -0.84720 -2.11338  0.25

Stability, highest: arrangement w

Arrangement w

This record from the OMol25 dataset describes an isolated molecule of C4H11N3. The level of theory is wB97M-V/def2-TZVPD.

As for the total charge: 0. The value obtained for the LUMO energy is 0.8 eV. The highest occupied orbital energy comes out at -8.75 eV.

Last column: Mulliken charge in e.
Cartesian coordinates (Å):
C 2.16213 -1.00887 -0.35422  -1.16
C 0.84162 -1.67501 0.12112  -0.51
C -0.15305 -0.58949 0.60423  -0.52
N -0.22265 0.53494 -0.36421  -0.08
C -1.32391 1.36353 -0.44751  0.36
N -2.00876 1.56334 0.80947  -0.68
N -1.61534 1.96199 -1.52633  -0.67
H 2.00136 -0.28253 -1.13559  0.32
H 2.58277 -0.36961 0.43658  0.30
H 2.85058 -1.71352 -0.83370  0.36
H 0.42060 -2.21186 -0.74458  0.30
H 1.08715 -2.42268 0.88004  0.30
H 0.25076 -0.21637 1.53601  0.25
H -1.17484 -0.94295 0.62782  0.40
H 0.45844 0.79987 -1.04744  0.18
H -1.29501 1.64418 1.52735  0.29
H -2.58903 0.85654 1.23816  0.28
H -2.27281 2.70850 -1.32722  0.30

Arrangement x

This record from the OMol25 dataset describes a cluster of 2 separate species, C4H11N3 in total. The level of theory is wB97M-V/def2-TZVPD.

As for the total charge: 0. The value obtained for the LUMO energy is 1.0 eV. The highest occupied orbital energy comes out at -9.07 eV.

Last column: Mulliken charge in e.
Cartesian coordinates (Å):
C -1.94662 2.95056 0.33583  -0.76
C -1.36259 1.50237 -1.35646  -0.36
N -0.84213 2.32246 -0.48975  -0.41
H -1.58564 2.96396 1.38762  0.28
H -2.83298 2.33953 0.25786  0.32
H -2.18662 3.99878 -0.02633  0.23
H -0.63770 0.98576 -1.98346  0.38
H -2.44966 1.41897 -1.58197  0.26
C 0.85637 -3.33968 0.73704  -0.83
N 1.63707 -2.12127 0.65378  -0.29
C 0.89114 -0.99680 0.40590  0.04
N 1.22280 -0.07246 -0.43094  -0.76
H 1.57741 -4.21004 0.74389  0.31
H 0.33232 -3.40712 1.67651  0.30
H 0.06483 -3.37538 -0.05942  0.30
H 2.36523 -2.19202 -0.07610  0.30
H -0.00817 -0.91038 1.03426  0.30
H 0.60700 0.78805 -0.23836  0.39

Arrangement y

This record from the OMol25 dataset describes a cluster of 2 separate species, C4H11N3 in total. The level of theory is wB97M-V/def2-TZVPD.

As for the total charge: 0. The value obtained for the LUMO energy is 0.9 eV. The highest occupied orbital energy comes out at -7.32 eV.

Last column: Mulliken charge in e.
Cartesian coordinates (Å):
C -0.21440 -1.89915 -2.15357  -0.44
C -1.78866 0.46873 0.82850  -1.18
C 0.55376 1.41874 1.56603  -1.36
C -0.33972 0.26698 1.17397  0.37
N -0.50215 -1.06427 -1.22783  -0.27
N 1.71874 -0.08674 -1.23001  -0.70
N 0.36573 -0.15175 -0.87829  0.07
H -1.06979 -2.55635 -2.59378  0.19
H 0.69534 -2.07367 -2.67177  0.31
H -1.88769 1.47480 0.55493  0.29
H -1.98782 -0.27023 0.17752  0.49
H -2.29888 0.35129 1.82938  0.31
H 1.53624 1.20304 1.29866  0.40
H 0.75847 1.32986 2.57931  0.42
H 0.26954 2.33544 1.18806  0.34
H -0.26247 -0.81964 1.49906  0.32
H 2.19415 0.78298 -1.36120  0.24
H 2.25962 -0.71005 -0.57897  0.19

Arrangement z

This record from the OMol25 dataset describes a cluster of 2 separate species, C4H11N3 in total. The level of theory is wB97M-V/def2-TZVPD.

As for the total charge: 0. The value obtained for the LUMO energy is 1.0 eV. The highest occupied orbital energy comes out at -8.08 eV.

Last column: Mulliken charge in e.
Cartesian coordinates (Å):
C 1.82196 0.11298 -1.19892  -0.41
C 2.14809 -0.85872 -0.35774  -0.68
C -0.60640 1.80668 0.32008  -0.95
H 0.98955 0.02033 -1.87425  0.25
H 2.44659 0.98688 -1.31651  0.26
H 1.54083 -1.74151 -0.24922  0.30
H 0.49294 -0.42333 1.68203  0.22
H 3.06092 -0.83310 0.22120  0.27
H -1.41027 2.23276 0.93195  0.36
H -0.72333 2.18434 -0.69058  0.28
H 0.35516 2.07330 0.76136  0.30
C -1.95150 -1.40347 -0.58494  -0.43
N -0.76399 0.30544 0.33547  0.90
N -1.56889 -0.19472 -0.59123  -0.68
N -0.51203 -0.41668 1.50530  -0.79
H -1.01187 -0.01984 2.30390  0.22
H -1.76068 -2.10707 0.22225  0.32
H -2.54708 -1.72427 -1.42015  0.27

Stability, highest: arrangement w